Formula: C39H40MnN7O5PS3
Source: OMol25
Level of theory: ωB97M-V/def2-TZVPD

```
! wB97M-V def2-TZVPD RIJCOSX def2/J DEFGRID3
* xyz 0 2
Mn -0.084 0.083 -0.455
N -0.085 -1.421 3.670
C 0.230 -1.423 2.367
N -0.508 -0.932 1.437
C -1.770 -0.404 1.778
N -2.566 0.074 0.886
N -1.942 0.126 -0.360
C -2.613 0.188 -1.433
C -1.841 0.210 -2.676
C -2.435 0.339 -3.918
C -1.629 0.435 -5.037
C -0.253 0.407 -4.881
C 0.267 0.248 -3.610
N -0.500 0.122 -2.534
C -2.182 -0.399 3.183
C -3.395 0.141 3.615
C -3.707 0.160 4.956
C -2.800 -0.342 5.893
C -1.590 -0.860 5.487
C -1.289 -0.899 4.127
H 0.540 -1.861 4.324
H 1.168 -1.892 2.092
H -3.697 0.225 -1.428
H -3.515 0.381 -3.990
H -2.068 0.543 -6.021
H 0.412 0.519 -5.726
H 1.336 0.216 -3.444
H -4.072 0.540 2.871
H -4.655 0.568 5.285
H -3.042 -0.320 6.948
H -0.873 -1.230 6.212
C 3.948 -1.169 -1.245
C 2.556 -1.041 -1.248
N 1.901 -0.197 -0.477
C 2.637 0.602 0.353
C 4.037 0.583 0.369
C 4.692 -0.352 -0.445
C 4.754 1.536 1.173
C 4.104 2.483 1.871
C 2.668 2.526 1.890
C 1.946 3.514 2.576
C 0.581 3.479 2.559
C -0.057 2.421 1.900
N 0.592 1.478 1.255
C 1.939 1.550 1.200
H 4.415 -1.904 -1.887
H 1.936 -1.656 -1.888
H 5.775 -0.410 -0.436
H 5.837 1.490 1.177
H 4.656 3.228 2.433
H 2.478 4.292 3.112
H -0.010 4.237 3.052
H -1.142 2.348 1.897
C 0.963 8.068 1.568
C 0.594 6.863 0.736
C -0.704 6.365 0.727
C -1.044 5.266 -0.056
C -0.077 4.661 -0.843
C 1.229 5.145 -0.846
C 1.556 6.234 -0.057
S -0.494 3.247 -1.840
O -1.939 3.157 -1.831
O 0.129 3.435 -3.129
O 0.155 2.144 -1.079
H 0.177 8.310 2.284
H 1.119 8.945 0.935
H 1.890 7.894 2.120
H -1.465 6.851 1.331
H -2.055 4.876 -0.081
H 1.968 4.661 -1.475
H 2.572 6.619 -0.064
C 0.055 -4.627 -3.864
C 0.774 -5.388 -2.765
C 2.241 -5.015 -2.669
O 0.096 -5.276 -1.493
P 0.079 -4.085 -0.412
S 1.750 -3.965 0.616
S -0.526 -2.404 -1.331
O -1.035 -4.666 0.578
C -2.341 -5.240 0.320
C -3.175 -4.416 -0.645
C -2.210 -6.686 -0.129
H 0.463 -4.936 -4.831
H 0.179 -3.551 -3.749
H -1.015 -4.846 -3.849
H 0.694 -6.454 -2.979
H 2.352 -3.950 -2.454
H 2.730 -5.240 -3.620
H 2.732 -5.568 -1.869
H -2.803 -5.221 1.304
H -2.714 -4.399 -1.633
H -3.277 -3.386 -0.301
H -4.168 -4.866 -0.725
H -1.848 -6.740 -1.155
H -3.188 -7.172 -0.071
H -1.510 -7.222 0.514
*
```

Summary:
F_max: 1.9 eV/Å
DFT total energy: -134879.8126 eV
energy relative to the best compared isomer or geometry (same formula, charge and spin): 32.6 kcal/mol
⟨S²⟩: 1.218
gap between HOMO and LUMO (alpha / beta): 6.8 / 6.7 eV